Entry 1:
99
Properties=species:S:1:pos:R:3:forces:R:3 method="wB97M-V/def2-TZVPD" e_tot_ev=-135174.3508 homo_lumo_gap_ev=3.8 charge=0 e_above_lowest_kcal_mol=302.5
Cd -4.79480 -18.39685 -4.91992 0.253 0.523 -0.148
S -4.83878 -14.12521 -5.25650 0.968 2.579 0.100
O -3.85831 -15.13275 -5.68590 1.639 -2.836 -0.995
O -4.31925 -13.49829 -4.08565 0.322 0.995 1.464
O -5.09598 -13.24861 -6.34650 -0.648 0.584 -0.836
O -5.84971 -15.07911 -4.91235 -2.461 -1.852 0.384
C -13.11931 -14.99689 -5.36876 -0.881 -1.381 -0.085
O -14.15208 -14.07398 -5.67364 -0.361 0.068 0.996
C -14.36178 -13.62862 -6.89129 3.703 0.320 -2.458
O -13.76427 -14.00924 -7.91566 -1.844 0.412 2.088
O -15.03262 -12.50467 -6.76431 -1.033 1.112 0.378
C -14.93820 -11.51480 -7.80152 0.191 -0.668 -0.622
H -12.21424 -14.91857 -5.97110 -0.181 0.404 0.066
H -13.56751 -15.97924 -5.51776 0.379 -0.297 -0.224
H -12.96901 -14.94098 -4.29062 0.304 0.448 -0.209
H -13.89596 -11.33615 -8.06596 0.038 -0.396 -0.142
H -15.30638 -10.54182 -7.47616 -0.463 -0.512 0.436
H -15.49960 -11.91814 -8.64428 0.153 0.492 -0.226
C 1.34601 -22.56126 -5.17169 0.835 0.789 1.229
O 1.02438 -22.30181 -6.52007 1.373 -1.694 0.705
C -0.06354 -21.67728 -6.78326 -3.011 2.107 -0.299
O -0.80107 -21.03528 -6.00544 2.079 -1.971 -2.224
O -0.28749 -21.76181 -8.12350 -0.012 -0.030 0.145
C 0.38081 -22.70551 -9.04602 -0.433 1.100 -0.459
H 1.29461 -21.62803 -4.61087 0.128 0.057 -0.008
H 2.37658 -22.91606 -5.18338 -0.190 -0.057 0.053
H 0.70822 -23.25371 -4.62227 -0.267 -0.244 -0.671
H 1.46092 -22.68957 -9.19161 0.249 0.147 1.405
H 0.12056 -22.26655 -10.00918 -0.758 -0.401 -0.004
H 0.00996 -23.72441 -8.93447 -0.042 0.238 0.146
C -7.61768 -16.45728 -11.11931 0.444 -0.444 0.008
O -7.18322 -17.75760 -11.72795 -0.416 0.069 1.056
C -6.81009 -18.81041 -10.90816 1.023 0.634 0.097
O -6.53592 -18.71755 -9.70346 -1.141 -0.735 -3.599
O -6.65078 -19.98429 -11.66420 0.479 0.936 3.755
C -6.74767 -20.13712 -13.04799 -0.358 1.750 -1.067
H -8.47852 -16.02497 -11.62936 -0.490 -1.120 -0.064
H -6.93089 -15.62936 -11.29530 0.962 -0.681 0.104
H -7.77703 -16.57599 -10.04757 -0.049 -0.105 -0.228
H -7.80999 -20.21954 -13.27774 0.154 -0.026 -0.531
H -6.16951 -20.95952 -13.46928 -0.133 -0.422 0.906
H -6.28751 -19.25805 -13.49921 -0.455 0.159 -0.392
C -1.30936 -17.27403 2.91559 -0.600 1.354 1.963
O -1.71457 -17.74421 1.68100 -1.916 -0.468 -2.166
C -2.95996 -17.38588 1.16345 0.704 -0.411 -1.367
O -3.37972 -17.86210 0.11607 0.795 0.821 2.448
O -3.54128 -16.40360 1.88919 -0.315 -0.731 -0.375
C -4.95782 -16.17685 1.73222 -1.157 0.126 0.567
H -2.04664 -17.48772 3.68946 -0.136 -0.299 0.047
H -1.27354 -16.18462 2.91383 0.454 0.085 -0.064
H -0.36934 -17.69553 3.27169 0.015 -0.142 -0.748
H -5.55839 -16.92236 1.21105 0.876 -0.433 -0.272
H -5.25228 -15.22594 1.28818 0.912 0.136 -0.265
H -5.39114 -16.14297 2.73182 0.355 -0.042 0.196
C -7.93506 -8.08923 -4.05743 1.038 -1.276 -1.435
C -6.86938 -7.02226 -4.37280 -0.567 -0.248 0.037
O -7.34877 -5.96244 -3.59673 1.277 0.225 0.030
C -8.64455 -6.13143 -3.34425 -3.065 3.030 1.594
O -9.36392 -5.26104 -2.86228 1.890 -2.373 -1.205
O -9.05862 -7.34960 -3.70117 -0.455 -0.016 0.274
F -6.85509 -6.56340 -5.68180 -0.032 -0.774 0.628
H -7.62231 -8.80392 -3.29619 0.159 0.537 0.649
H -8.14085 -8.77418 -4.87998 -0.223 0.528 -0.454
H -5.86445 -7.32759 -4.08127 -0.019 0.355 -0.133
C -4.16822 -9.13116 0.93558 -0.038 0.205 -0.956
C -3.58267 -7.80690 1.23110 3.835 -1.601 2.758
O -4.02756 -7.51769 2.52236 -1.020 0.330 0.816
C -5.24847 -8.09054 2.66721 -2.491 0.745 1.600
O -6.08015 -7.82237 3.54066 2.961 -1.283 -3.094
O -5.41646 -8.96050 1.60559 -0.703 -0.710 0.601
F -3.90855 -6.86819 0.41321 -1.361 2.201 -2.258
H -3.59233 -10.01839 1.19877 -0.098 0.210 1.000
H -4.15791 -9.21758 -0.15094 -1.288 0.079 -0.153
H -2.49897 -7.79867 1.34787 0.209 -0.189 -0.325
C 2.25683 -15.13966 -4.29930 1.151 1.170 -1.324
C 2.11796 -13.72114 -4.75971 -1.070 -0.147 0.018
O 2.99722 -13.54744 -5.85722 -0.999 1.009 -0.098
C 3.36536 -14.75038 -6.30744 2.968 -1.032 -1.758
O 4.13260 -15.01152 -7.23772 -2.651 1.174 2.470
O 2.90035 -15.66164 -5.46932 -0.880 -3.139 0.367
F 2.51954 -13.00543 -3.73694 1.284 2.460 1.855
H 1.28667 -15.49973 -3.95690 0.380 -0.916 -0.549
H 3.01323 -15.06859 -3.51770 -0.252 -0.624 0.254
H 1.08321 -13.40071 -4.88102 0.037 0.038 -1.233
C -0.85217 -15.73699 -11.85434 0.646 0.706 -0.293
C -1.39344 -14.32269 -11.90413 0.571 0.517 0.410
O -2.38104 -14.33895 -12.95536 0.171 0.388 1.510
C -2.24484 -15.47999 -13.63939 0.835 -1.884 -4.087
O -2.75273 -15.82266 -14.71073 0.689 1.521 3.654
O -1.19151 -16.19114 -13.13056 -1.344 -1.055 -0.526
F -0.36316 -13.46712 -12.23823 -0.348 -0.054 -0.582
H -1.23486 -16.33637 -11.02826 -0.225 -0.111 -0.201
H 0.23762 -15.71596 -11.85519 -0.059 0.099 0.508
H -1.71014 -13.92330 -10.94065 -0.951 -0.138 -0.371
C -6.73826 -9.04110 -10.85566 -0.616 -1.032 -0.579
Cl -6.51369 -7.50991 -11.67459 0.405 0.118 0.088
Cl -8.39290 -9.11339 -10.17004 0.525 -0.059 0.300
H -6.72985 -9.84242 -11.59453 0.019 0.292 -0.126
H -5.95097 -9.30456 -10.14936 -0.335 0.677 0.327


Entry 2:
77
Properties=species:S:1:pos:R:3:forces:R:3 method="wB97M-V/def2-TZVPD" e_tot_ev=-91274.5795 homo_lumo_gap_ev="8.4 / 9.1" charge=+1 e_above_lowest_kcal_mol=14.9 spin_multiplicity=5
Cr -2.46693 2.40138 -1.38553 0.170 0.170 0.164
C -0.26356 7.21229 -1.95676 -0.046 -0.005 0.044
N -1.46853 6.40242 -1.80618 0.061 0.065 -0.071
C -2.74827 7.08180 -2.01774 0.026 -0.014 0.025
C -1.43260 5.08782 -1.65564 -0.079 -0.141 0.044
O -2.46439 4.39622 -1.63035 0.016 0.186 -0.103
C -0.07523 4.41052 -1.53131 0.068 -0.005 -0.025
O -0.23008 2.99866 -1.38215 -0.104 0.087 0.011
C 0.45079 2.42983 -0.27294 0.013 0.017 0.009
C -0.51130 2.34031 0.92134 -0.042 -0.021 -0.043
O -1.65702 2.77434 0.76569 0.118 -0.209 -0.042
N -0.08716 1.76092 2.04608 0.091 0.064 -0.035
C -0.99313 1.62981 3.18331 0.028 -0.002 -0.026
C 1.28222 1.31607 2.27643 -0.038 0.139 0.280
H -0.51610 8.24146 -1.71556 0.009 0.000 0.001
H 0.11476 7.18045 -2.97990 -0.005 -0.002 -0.010
H 0.51809 6.89730 -1.26930 0.015 -0.008 -0.005
H -2.82808 7.90704 -1.31220 -0.022 0.006 -0.005
H -3.56145 6.38209 -1.86089 0.003 -0.002 0.001
H -2.79270 7.47156 -3.03478 -0.004 0.005 -0.005
H 0.46942 4.82436 -0.68150 -0.021 0.010 0.021
H 0.50879 4.59848 -2.43558 0.018 0.009 0.009
H 1.33338 3.02312 -0.03078 0.034 -0.025 0.026
H 0.78595 1.43590 -0.57393 -0.035 -0.007 -0.027
H -1.97517 1.99847 2.90786 -0.003 -0.007 -0.004
H -0.60792 2.20438 4.02606 -0.013 -0.002 0.012
H -1.05899 0.58087 3.47407 0.002 -0.011 0.022
H 1.92435 1.53441 1.42970 0.035 -0.020 -0.036
H 1.31012 0.24114 2.46310 0.019 0.320 0.204
H 1.68720 1.82845 3.14977 0.004 0.046 0.006
F -4.92115 1.90974 -0.17337 -0.015 0.002 -0.090
C -4.51791 2.21172 -1.46454 -0.389 -0.051 0.057
F -5.23117 3.32417 -1.79961 0.051 -0.035 0.017
F -5.05578 1.20853 -2.22865 0.073 0.011 -0.014
C 0.21523 -4.84985 0.99987 0.026 -0.019 0.034
C 0.65188 -4.69461 -0.46130 0.033 0.039 0.010
C -0.01335 -5.82082 -1.26471 -0.026 -0.023 -0.006
C 2.17246 -4.88352 -0.52789 0.015 -0.009 -0.021
C 0.26478 -3.29969 -1.05593 0.008 0.002 -0.026
O 0.37737 -3.31847 -2.47700 -0.032 -0.029 0.044
C 1.11721 -2.09231 -0.60017 0.056 -0.017 0.007
C 1.03108 -1.55404 0.84144 0.005 -0.046 -0.125
C 2.14709 -1.92820 1.79038 0.046 -0.075 -0.121
C 1.87628 -2.37258 3.07926 -0.014 -0.021 0.049
C 2.89695 -2.67269 3.97102 -0.021 0.013 -0.021
C 4.21131 -2.51993 3.56663 0.057 -0.018 0.058
Cl 5.49670 -2.89495 4.66610 -0.034 0.011 -0.031
C 4.51192 -2.06761 2.29082 -0.005 0.016 -0.014
C 3.48002 -1.77237 1.41549 0.004 0.005 0.007
C -1.21596 -3.01984 -0.78696 -0.126 0.130 0.056
N -1.67148 -1.74630 -1.33175 -0.090 -0.165 -0.196
C -1.73852 -0.58072 -0.70793 0.015 0.189 0.170
N -2.19944 0.34651 -1.53393 -0.021 -0.174 -0.115
C -2.43713 -0.35538 -2.68566 0.172 -0.025 -0.031
N -2.11051 -1.61761 -2.60505 -0.115 -0.001 0.161
H 0.59555 -5.79778 1.38396 0.003 0.000 -0.002
H -0.87027 -4.88148 1.10676 0.003 -0.004 -0.004
H 0.61370 -4.06652 1.64231 -0.002 -0.008 -0.019
H 0.32260 -6.77938 -0.86690 -0.014 -0.005 0.005
H 0.23665 -5.78863 -2.32326 0.033 0.013 0.003
H -1.10115 -5.80518 -1.18129 0.007 0.023 -0.002
H 2.42018 -5.91201 -0.26390 0.005 0.004 0.006
H 2.69957 -4.22855 0.16668 -0.011 0.008 0.020
H 2.57898 -4.71205 -1.52920 -0.010 -0.009 -0.008
H 1.23560 -3.68522 -2.71663 0.005 0.021 -0.010
H 0.81466 -1.29461 -1.28168 0.036 -0.002 -0.023
H 2.15645 -2.29940 -0.85799 0.002 -0.033 0.023
H 0.07663 -1.81253 1.30840 0.022 -0.030 0.016
H 1.03241 -0.45931 0.77106 -0.092 -0.315 -0.185
H 0.84775 -2.50176 3.39928 -0.003 0.007 -0.002
H 2.67705 -3.02695 4.96836 -0.005 -0.002 0.001
H 5.54406 -1.94870 1.99206 0.004 -0.003 -0.001
H 3.72685 -1.41498 0.42239 0.001 -0.003 -0.013
H -1.39823 -2.96825 0.28381 -0.042 -0.067 -0.018
H -1.85048 -3.79327 -1.21131 0.059 0.011 -0.054
H -1.47675 -0.44125 0.32856 0.001 0.048 -0.023
H -2.86614 0.08672 -3.56845 0.008 -0.006 -0.010


Entry 3:
88
Properties=species:S:1:pos:R:3:forces:R:3 method="wB97M-V/def2-TZVPD" e_tot_ev=-93549.4908 smiles="CC(=O)N(C)[C@H]1NC(=O)[C@@H](CCOC=O)[C@]1(CCC(F)(F)C(F)(F)C(F)(F)C(F)(F)S(F)(F)(F)(F)F)c1cccnc1.CO.CO.CO.CO" homo_lumo_gap_ev=9.9 charge=0
C 2.00809 2.23602 3.66459 0.190 -0.192 0.162
C 2.41704 3.00409 2.46510 -0.105 -0.118 0.078
O 3.33781 3.76752 2.45230 0.266 0.372 0.005
N 1.57290 2.81039 1.27698 0.127 0.264 -0.538
C 0.98752 4.15678 1.00989 0.016 -0.481 0.095
C 2.49228 2.37860 0.18545 -0.496 0.151 0.561
N 3.34028 1.38730 0.84772 -0.286 -0.272 0.095
C 2.45528 0.23576 0.87801 0.257 0.393 -0.488
O 2.32383 -0.47433 1.81603 -0.013 -0.629 0.585
C 1.82399 0.13344 -0.49041 -0.310 -0.274 0.200
C 0.57322 -0.73015 -0.60531 0.436 -0.047 0.337
C 0.81470 -2.18674 -0.22830 0.151 0.102 0.024
O 0.15121 -2.45257 1.01696 0.105 0.397 -0.263
C 0.09240 -3.76318 1.30614 0.281 -0.276 0.366
O -0.81652 -4.45265 0.97809 -0.931 -0.580 -0.333
C 1.84781 1.60362 -1.01210 0.377 -0.038 -0.756
C 0.54471 2.13951 -1.64972 -0.277 0.157 0.658
C -0.78937 2.01807 -0.87559 0.219 0.005 -0.135
C -1.90234 1.54024 -1.77788 -0.119 0.376 -0.099
F -2.02662 2.45735 -2.79171 -0.028 -0.186 0.013
F -1.64246 0.35231 -2.37562 0.034 0.000 0.054
C -3.34177 1.43848 -1.17831 -0.017 -0.529 -0.018
F -3.84179 2.66927 -0.98355 0.015 0.114 0.129
F -4.09903 0.82219 -2.10534 -0.015 0.161 -0.093
C -3.50089 0.56885 0.12836 -0.171 0.069 -0.002
F -4.69082 -0.04759 0.08265 -0.022 0.014 -0.077
F -2.54740 -0.37380 0.10838 0.135 -0.004 -0.152
C -3.49695 1.40342 1.45771 -0.142 -0.155 0.097
F -2.62457 2.40587 1.37270 0.379 0.142 -0.092
F -4.71219 1.92301 1.59571 -0.108 0.096 0.081
S -3.05249 0.41020 3.03325 -0.027 0.241 -0.365
F -3.64622 -0.89313 2.37665 -0.117 -0.307 0.051
F -4.44620 0.70534 3.70139 -0.178 -0.020 0.096
F -2.46850 1.71175 3.71649 0.045 0.118 0.109
F -1.64199 0.11827 2.38268 0.339 -0.013 0.078
F -2.62767 -0.42799 4.28781 0.008 -0.040 0.104
C 2.87244 1.63578 -2.17735 -0.056 0.155 0.264
C 4.03863 2.38658 -2.19662 0.018 -0.100 -0.231
C 4.86602 2.31683 -3.30571 -0.019 -0.125 -0.077
C 4.51062 1.50231 -4.36267 -0.061 0.023 0.100
N 3.40699 0.75304 -4.36397 -0.008 0.085 0.099
C 2.62822 0.83435 -3.29331 0.136 0.005 -0.045
H 2.33960 2.75439 4.55551 -0.030 0.084 0.169
H 0.94947 2.01326 3.67880 -0.198 0.014 -0.004
H 2.54826 1.29194 3.60675 -0.036 -0.210 -0.003
H 1.32284 4.87293 1.75088 0.167 0.160 -0.002
H -0.08184 4.11555 1.09270 -0.604 -0.050 -0.189
H 1.28118 4.53087 0.03482 -0.022 0.063 -0.202
H 3.04668 3.26520 -0.09722 0.251 -0.082 -0.280
H 4.13901 1.12486 0.27828 0.221 0.244 0.035
H 2.59996 -0.42694 -1.01669 0.144 0.054 -0.250
H -0.19324 -0.37785 0.06763 -0.260 -0.006 -0.037
H 0.21942 -0.69854 -1.62763 -0.200 0.133 -0.085
H 0.42234 -2.84870 -0.99692 -0.206 -0.115 -0.033
H 1.87965 -2.40205 -0.12586 0.144 -0.023 0.089
H 0.91088 -4.16860 1.90043 0.357 0.213 0.145
H 0.72011 3.19129 -1.85845 0.009 0.153 -0.152
H 0.39731 1.67681 -2.61751 0.182 -0.139 -0.130
H -0.69845 1.41880 0.01755 -0.057 -0.112 0.120
H -1.11663 2.99310 -0.56279 -0.088 0.469 0.274
H 4.33025 3.02810 -1.38305 0.041 0.079 0.079
H 5.77351 2.89248 -3.35767 0.100 0.120 0.001
H 5.13752 1.45644 -5.24046 0.039 -0.094 -0.147
H 1.74089 0.21431 -3.30638 -0.097 -0.133 -0.095
C 4.65235 5.90832 -5.74088 0.046 -0.029 0.133
O 4.86363 5.27424 -4.48180 0.020 0.069 -0.092
H 3.93780 5.29943 -6.28807 -0.017 -0.020 -0.005
H 4.23814 6.91206 -5.61902 -0.015 0.000 -0.032
H 5.57774 5.96922 -6.31891 -0.016 0.004 -0.030
H 5.49254 5.80570 -3.98656 -0.002 0.014 0.033
C -0.80231 -4.40265 4.85806 0.137 0.039 -0.006
O 0.50641 -4.19030 4.33416 -0.112 -0.044 0.021
H -1.42981 -4.72155 4.02967 -0.006 -0.007 -0.028
H -0.80455 -5.18395 5.62180 -0.035 -0.008 -0.005
H -1.21613 -3.48364 5.28045 -0.033 -0.007 -0.002
H 1.07597 -3.90536 5.05286 0.039 0.034 -0.008
C -2.32915 -7.04863 -0.90397 -0.055 0.200 0.138
O -3.31421 -6.18091 -0.35803 0.084 -0.018 0.017
H -2.84794 -7.81015 -1.48122 -0.017 -0.011 -0.011
H -1.64850 -6.50293 -1.56303 0.034 -0.074 -0.033
H -1.74899 -7.53180 -0.11361 0.036 -0.051 -0.052
H -2.84749 -5.50784 0.15030 0.025 0.030 -0.012
C -6.58720 -6.28536 0.76085 -0.053 0.146 0.197
O -7.41853 -6.01090 1.89022 0.017 -0.083 -0.112
H -6.99873 -7.15965 0.26367 -0.025 -0.023 0.005
H -6.58860 -5.44826 0.05861 0.039 -0.039 -0.055
H -5.55973 -6.49765 1.05827 0.025 -0.022 -0.071
H -7.06159 -5.23950 2.33590 -0.002 0.021 0.032